Entry 1:
The following is a DFT calculation (ωB97M-V/def2-TZVPD) of C14H11F6FeN3O6P as an isolated structure in a non-equilibrium geometry.

Its expectation value of S² is 8.757. As for the HOMO-LUMO gap (spin up / spin down): 0.34430 / 0.30297 Ha. The HOMO energy (spin up / spin down) is -0.3812 / -0.3854 Ha.

ORCA input file:
```
! wB97M-V def2-TZVPD RIJCOSX def2/J DEFGRID3
* xyz 0 6
Fe 7.95497 10.97189 9.18868
O 4.03034 10.47069 10.23065
C 5.19465 10.71898 10.28243
O 5.97886 10.79726 9.21085
C 6.10121 10.81926 11.54228
C 5.82049 10.80156 12.87583
C 6.79156 10.80196 13.84709
C 8.13403 10.82900 13.46808
C 8.35858 10.92652 12.08619
N 7.39967 10.89330 11.17498
C 9.77746 10.96284 11.43495
O 10.72568 10.99125 12.17678
O 9.66713 10.94872 10.10838
H 4.84753 10.55786 13.18334
H 6.48337 10.64572 14.88690
H 9.00455 10.75943 14.16077
F 6.50512 13.61696 7.47952
P 8.07316 13.53973 7.74813
F 9.63191 13.26750 8.06563
F 8.43947 13.91915 6.24958
F 8.14698 14.89994 8.40837
F 7.96733 11.82780 7.34421
F 7.66599 13.01250 9.37871
O 4.17034 7.45453 9.20277
C 4.26792 7.33156 7.74368
N 4.95840 6.17881 7.44733
C 6.32662 6.03506 7.24061
O 6.72432 4.94456 6.91114
C 7.36489 7.14065 7.33716
C 8.46984 7.04324 6.44447
C 9.55893 7.87468 6.65532
C 9.50275 8.90108 7.62002
N 8.33078 9.12509 8.29024
C 7.28703 8.23252 8.13115
H 3.46532 8.08047 9.45149
H 4.78945 8.14828 7.19553
H 3.18028 7.24537 7.38673
H 4.56967 5.25201 7.47541
H 8.54420 6.29608 5.66496
H 10.47472 7.80479 6.10855
H 10.35750 9.55702 7.87254
H 6.41395 8.45932 8.76122
*
```


Entry 2:
The following is a DFT calculation (ωB97M-V/def2-TZVPD) of a 9-piece molecular cluster, C40H90Br3N8O2 overall in a non-equilibrium geometry.

As for the HOMO-LUMO gap: 0.11969 Ha. The HOMO energy is -0.3320 Ha.

ORCA input file:
```
! wB97M-V def2-TZVPD RIJCOSX def2/J DEFGRID3
* xyz 3 1
C -5.59056 -4.73948 -7.63018
C -5.29375 -3.89270 -6.42215
N -4.59929 -2.64531 -6.72878
C -4.78862 -1.31307 -6.30710
C -3.85371 -0.43704 -6.86455
N -3.09538 -1.20131 -7.68658
C -3.54914 -2.50068 -7.60579
C -2.14967 -0.58961 -8.53022
H -6.50941 -5.26576 -7.37166
H -4.72019 -5.34167 -7.89082
H -5.77510 -4.10298 -8.49558
H -4.82516 -4.40215 -5.58013
H -6.18627 -3.55321 -5.89655
H -5.58594 -1.06781 -5.62115
H -3.55908 0.59356 -6.73243
H -3.07598 -3.25763 -8.21367
H -2.04649 -1.25682 -9.38596
H -1.20772 -0.47998 -7.99281
H -2.53473 0.35549 -8.91311
C 5.32201 3.27898 -6.85528
C 5.51257 4.65728 -6.10898
N 5.81684 5.79325 -6.99579
C 6.33537 7.04798 -6.65434
C 6.38497 7.80512 -7.87087
N 5.83770 7.06837 -8.88807
C 5.49009 5.82155 -8.33949
C 5.44404 7.61521 -10.22050
H 6.18965 3.00074 -7.45352
H 4.38233 3.13299 -7.38800
H 5.33514 2.53726 -6.05667
H 6.35781 4.46766 -5.44737
H 4.65634 4.92608 -5.49034
H 6.75687 7.24498 -5.67970
H 6.62849 8.83233 -8.09873
H 4.91708 5.10534 -8.90969
H 6.03517 7.13402 -10.99969
H 5.61873 8.69010 -10.17369
H 4.37505 7.52629 -10.41404
C -7.59455 0.90084 4.72423
C -7.04213 2.39467 4.45331
C -6.88378 2.87489 2.91968
C -6.49913 4.32870 3.00069
N -6.26962 5.02541 1.58386
C -5.38831 6.29721 1.59171
C -5.97302 7.37973 0.66529
C -7.20900 6.76468 0.08025
C -7.55480 5.59053 1.00132
C -5.71479 3.97842 0.58805
H -7.01398 0.17864 4.15025
H -8.65647 0.72845 4.54900
H -7.38905 0.75507 5.78471
H -6.06138 2.45840 4.92466
H -7.51447 3.11029 5.12626
H -7.83886 2.71078 2.42071
H -6.14597 2.21127 2.46874
H -5.57448 4.52129 3.54478
H -7.38175 4.76377 3.46952
H -4.37812 5.99322 1.31745
H -5.39586 6.61091 2.63556
H -5.24438 7.78890 -0.03455
H -6.17796 8.26672 1.26475
H -6.98492 6.33548 -0.89631
H -8.05006 7.44826 0.19616
H -8.09684 4.83891 0.42741
H -8.14191 6.03911 1.80268
H -6.37653 3.13500 0.39097
H -4.76454 3.62105 0.98480
H -5.58629 4.37515 -0.41902
C -3.46497 -4.53607 12.80000
C -2.63412 -5.49291 12.04164
C -2.15040 -5.07775 10.60625
C -1.11600 -3.92853 10.61178
N -0.88487 -3.33312 9.14019
C -2.08238 -2.72640 8.33730
C -2.06616 -3.36664 6.96283
C -1.26090 -4.67758 7.09942
C -0.21775 -4.38896 8.13237
C 0.11711 -2.17029 9.39194
H -4.38740 -4.35641 12.24779
H -2.98777 -3.55684 12.83866
H -3.84499 -4.87943 13.76217
H -3.08216 -6.48394 12.11383
H -1.75015 -5.68586 12.64949
H -3.03497 -4.80471 10.03085
H -1.72806 -5.93258 10.07804
H -0.15568 -4.23731 11.02474
H -1.47560 -3.08098 11.19524
H -2.09746 -1.63652 8.32995
H -3.00901 -3.01173 8.83533
H -1.59681 -2.63008 6.31068
H -3.08874 -3.50811 6.61295
H -0.82997 -4.99235 6.14899
H -1.89034 -5.49940 7.44078
H 0.67872 -3.92285 7.72352
H 0.15990 -5.10892 8.85840
H 0.20068 -1.68138 8.42132
H 1.04781 -2.46407 9.87730
H -0.35757 -1.33931 9.91373
C -0.98417 -1.77805 -2.31755
N -0.05382 -2.02732 -1.05207
C -0.59198 -1.11308 0.13423
C -0.13791 -3.42408 -0.47119
C 1.40257 -1.47704 -1.40589
C 2.29242 -2.59395 -2.06908
O 1.91552 -2.58414 -3.42336
H -1.05381 -0.69935 -2.45775
H -1.94410 -2.12570 -1.93576
H -0.65248 -2.39628 -3.15173
H -0.07901 -1.36359 1.06278
H -1.64715 -1.34160 0.28420
H -0.39804 -0.06092 -0.07424
H -1.17784 -3.61559 -0.20673
H 0.44939 -3.43019 0.44705
H 0.28909 -4.18038 -1.12982
H 1.87082 -1.28986 -0.43956
H 1.22245 -0.57829 -1.99574
H 2.17709 -3.58172 -1.62286
H 3.35001 -2.33779 -2.00597
H 1.44049 -3.38243 -3.66556
C 9.60477 -2.43218 -1.38818
N 10.56788 -1.33688 -2.05784
C 11.95985 -1.89138 -2.25472
C 9.92084 -0.91992 -3.47276
C 10.67404 -0.02714 -1.18340
C 9.44139 0.34883 -0.27231
O 8.36943 0.78660 -1.02164
H 9.52107 -3.35989 -1.95424
H 8.61570 -1.98439 -1.29153
H 9.90132 -2.63322 -0.35874
H 12.05599 -2.71810 -1.55085
H 12.76361 -1.18194 -2.05785
H 11.99628 -2.34512 -3.24511
H 10.67514 -0.27282 -3.92041
H 9.01473 -0.33296 -3.32261
H 9.55543 -1.78837 -4.02083
H 11.10720 0.82024 -1.71484
H 11.43619 -0.27174 -0.44357
H 9.79354 1.09304 0.44200
H 9.09981 -0.42342 0.41693
H 8.59086 1.68532 -1.27635
Br -0.20372 -6.78398 -5.90282
Br 4.02726 -5.35836 3.08506
Br -6.73525 -2.79295 -0.07720
*
```


Entry 3:
The following is a DFT calculation (ωB97M-V/def2-TZVPD) of C50H52AlN5O7S as an isolated structure in a non-equilibrium geometry.

As for the HOMO-LUMO gap: 0.24368 Ha. The HOMO energy is -0.2465 Ha.

ORCA input file:
```
! wB97M-V def2-TZVPD RIJCOSX def2/J DEFGRID3
* xyz 0 1
Al 0.13761 -0.28325 0.42997
O 4.75177 0.42025 1.22596
C 2.68682 -1.25056 1.27101
O 1.88434 -0.90134 0.32705
C 2.45059 -0.64249 2.60602
C 3.48559 -0.56832 3.51665
C 3.23967 -0.28062 4.84793
C 1.96305 -0.09420 5.32483
C 0.90844 -0.14439 4.43427
C 1.11614 -0.38115 3.05149
O 0.12748 -0.40449 2.20329
N -0.41704 0.11390 5.00417
O -1.30462 0.52869 4.28700
O -0.53993 -0.02785 6.20991
N 4.36304 -0.18161 5.78339
O 4.10935 0.01509 6.95733
O 5.48734 -0.30293 5.33601
H 4.50068 -0.72810 3.18169
H 1.78101 0.12234 6.36589
C -3.57302 -0.55052 -3.29890
C -3.64130 0.00003 -1.87290
C -4.82350 0.96344 -1.71825
C -3.74600 -1.12356 -0.86236
C -4.69691 -2.11221 -1.09284
C -4.87036 -3.16921 -0.22060
C -4.10188 -3.23080 0.92444
C -3.16354 -2.24743 1.22202
C -2.48194 -2.29906 2.57730
C -3.50495 -1.96110 3.66990
C -1.82755 -3.65306 2.86139
C -2.96573 -1.19470 0.30491
N -1.95856 -0.18012 0.58400
C -2.39235 0.85419 1.22270
C -1.64775 2.03228 1.55794
C -2.28390 2.90575 2.46278
C -1.72275 4.09059 2.85054
C -0.48014 4.43867 2.30804
C 0.14960 3.62443 1.39813
C -0.39444 2.38318 0.98416
N 0.26027 1.58753 0.04316
C 1.05780 2.34751 -0.89230
C 2.44059 2.53624 -0.74162
C 3.13818 3.27765 -1.69470
C 2.50047 3.88223 -2.75852
C 1.12860 3.76183 -2.86362
C 0.39592 3.00850 -1.95367
C -1.10959 2.98810 -2.13787
C -1.48290 2.56291 -3.55631
C -1.72421 4.35657 -1.81869
C 3.23996 2.07152 0.45782
C 4.28904 1.05166 0.03956
C 3.90944 3.24147 1.19025
H -3.46627 0.25926 -4.01748
H -4.47796 -1.10332 -3.55954
H -2.72228 -1.21990 -3.40774
H -2.72544 0.55485 -1.68089
H -5.76790 0.44455 -1.89873
H -4.74615 1.78876 -2.42979
H -4.85896 1.38580 -0.71112
H -5.31788 -2.05429 -1.97846
H -5.61803 -3.92742 -0.42038
H -4.25694 -4.04102 1.62695
H -1.70938 -1.54080 2.60744
H -4.34181 -2.66439 3.64909
H -3.89861 -0.95172 3.53958
H -3.03920 -2.00761 4.65569
H -2.56206 -4.46070 2.89405
H -1.32571 -3.62463 3.83098
H -1.07893 -3.90606 2.10590
H -3.43657 0.85518 1.54299
H -3.24189 2.60399 2.87240
H -2.22160 4.74127 3.55573
H -0.00142 5.36401 2.60549
H 1.10148 3.92708 0.99248
H 4.20696 3.40845 -1.57447
H 3.06255 4.46634 -3.47735
H 0.61206 4.27576 -3.66594
H -1.53043 2.26410 -1.44530
H -1.10281 3.26798 -4.29780
H -2.56737 2.52853 -3.66370
H -1.07458 1.57687 -3.78756
H -1.36176 5.11384 -2.51850
H -1.46665 4.67578 -0.80822
H -2.81376 4.31297 -1.89627
H 2.57273 1.58422 1.17446
H 5.13156 1.55270 -0.45253
H 3.85202 0.33141 -0.65824
H 5.30394 -0.33287 1.00051
H 4.64348 3.74513 0.55955
H 4.42301 2.86918 2.07759
H 3.17248 3.97997 1.50959
N -0.25659 -1.85485 -0.67645
S 0.69251 -2.78419 -1.56873
C -0.42470 -3.62522 -2.69122
C -1.21546 -4.69373 -2.29441
C -2.11926 -5.22784 -3.19988
C -2.22842 -4.69865 -4.47960
C -1.43377 -3.62821 -4.86442
C -0.52687 -3.08657 -3.96638
C 1.27264 -4.19673 -0.62413
C 1.13582 -4.23078 0.74733
C 1.64583 -5.31844 1.44684
C 2.28245 -6.34617 0.77236
C 2.42606 -6.29264 -0.61128
C 1.92658 -5.21238 -1.31636
H -1.07782 -2.35910 -0.34516
H -1.13372 -5.10987 -1.29805
H -2.73645 -6.06662 -2.90418
H -2.93634 -5.12396 -5.17977
H -1.52216 -3.20991 -5.85863
H 0.10801 -2.25408 -4.24935
H 0.65493 -3.42107 1.27314
H 1.55288 -5.34069 2.52479
H 2.67261 -7.19352 1.32199
H 2.92895 -7.09133 -1.14117
H 2.03443 -5.16252 -2.39396
*
```


Entry 4:
The following is a DFT calculation (ωB97M-V/def2-TZVPD) of a 2-piece molecular cluster, C5H3FOS overall in a non-equilibrium geometry.

As for the HOMO-LUMO gap (spin up / spin down): 0.22843 / 0.22846 Ha. The HOMO energy (spin up / spin down) is -0.2935 / -0.2935 Ha.

ORCA input file:
```
! wB97M-V def2-TZVPD RIJCOSX def2/J DEFGRID3
* xyz 0 1
C 0.24490 -0.22063 0.08412
C -1.11711 -0.47430 -0.21672
C 0.29620 1.16230 0.25263
C -1.77838 0.73728 -0.16675
C -3.14980 0.93686 -0.11670
O -0.83654 1.73548 0.06071
F -3.79608 2.08705 -0.06244
S -4.50594 -1.27466 0.14159
H 1.14749 -0.77656 0.16495
H -1.47981 -1.39932 -0.40998
H 1.08444 1.72892 0.51641
*
```